A.
The following is a DFT calculation (wB97M-V/def2-TZVPD) of a 2-piece molecular cluster, C2H10N overall.

ORCA input file:
```
! RIJCOSX wB97M-V def2-TZVPD def2/J DEFGRID3
* xyz 1 1
N 1.917 -0.201 0.016
H 2.272 -0.110 1.038
H 2.155 -1.151 -0.287
H 2.635 0.352 -0.579
H 0.960 0.130 -0.133
C -0.993 -0.572 0.266
C -1.493 0.883 -0.154
H -0.283 -1.033 -0.484
H -0.454 -0.611 1.170
H -1.898 -1.276 0.391
H -2.218 0.633 -1.073
H -0.547 1.351 -0.657
H -2.052 1.604 0.485
*
```

***

B.
The following is a DFT calculation (wB97M-V/def2-TZVPD) of a 2-piece molecular cluster, C2H10N overall.

ORCA input file:
```
! RIJCOSX wB97M-V def2-TZVPD def2/J DEFGRID3
* xyz 1 1
N -2.412 0.536 -1.060
H -2.011 0.581 -2.118
H -3.154 -0.185 -0.869
H -1.608 0.284 -0.460
H -2.894 1.362 -0.711
C 1.616 -1.065 0.812
C 1.395 0.432 0.643
H 1.643 -1.394 1.781
H 2.391 -1.256 0.087
H 0.558 -1.445 0.400
H 0.376 0.745 0.736
H 2.305 0.831 1.211
H 1.797 0.573 -0.451
*
```

***

Energies relative to the most stable structure, in kJ/mol: A 0.0; B 54.7.